# 1
Molecular formula: C3H10N2
Method: DFT, ωB97M-V with the def2-TZVPD basis set

The geometry in XYZ format:
```
15
Properties=species:S:1:pos:R:3:forces:R:3:lowdin_charge:R:1
C 1.376 0.285 -1.648 0.05 -1.12 1.52 -0.022
C 2.041 -0.288 -0.622 -0.78 1.58 -1.55 -0.291
N 2.086 -1.707 -0.393 0.08 1.00 -0.36 0.011
H 0.794 -0.353 -2.305 -0.02 0.35 -0.33 0.050
H 1.289 1.358 -1.637 -0.04 0.13 -0.48 0.041
H 2.512 0.489 -0.023 0.51 -0.95 0.75 0.088
H 2.804 -2.033 -1.031 0.34 -0.42 0.33 0.072
H 1.229 -2.004 -0.842 -0.17 -0.55 0.14 0.056
C -2.458 0.216 1.262 0.79 0.84 1.60 -0.186
N -1.403 1.278 1.433 -0.53 -0.97 -1.06 -0.071
H -3.287 0.648 1.822 -0.48 -0.55 -0.28 0.060
H -2.067 -0.634 1.825 -0.37 -0.13 -0.07 0.064
H -2.750 -0.125 0.270 0.14 0.33 -0.23 0.056
H -1.624 2.020 0.777 0.24 0.12 0.08 0.045
H -0.541 0.851 1.112 0.24 0.34 -0.06 0.027
```
Positions in Å, forces in eV/Å.

Properties
- largest force on an atom (eV Å⁻¹) = 2.34
- HOMO-LUMO gap (eV) = 10.41
- SMILES string = C=CN.CN
- energy above the lowest of the compared OMol25 structures with the same formula, charge and spin (eV) = 1.664
- charge = 0

# 2
Molecular formula: C21H65N2O11P
Method: DFT, ωB97M-V with the def2-TZVPD basis set

The geometry in XYZ format:
```
100
Properties=species:S:1:pos:R:3:forces:R:3:lowdin_charge:R:1
C 4.936 -0.827 -1.472 0.19 -0.14 0.31 -0.106
C 4.657 0.614 -1.896 0.46 -0.40 -0.44 -0.359
N 3.474 0.826 -2.712 -0.23 0.38 0.43 -0.302
P 1.930 0.793 -1.865 -0.17 -0.02 -0.67 0.812
C 0.221 0.789 -0.949 0.54 -0.39 0.25 -0.386
O -0.900 0.386 -1.769 0.10 0.59 -0.26 -0.202
N -0.645 -0.764 -2.543 -0.34 -0.49 0.04 -0.055
O -0.679 -1.749 -1.910 0.23 0.20 -0.02 0.057
H 4.064 -1.359 -1.100 -0.15 0.04 0.03 0.030
H 5.393 -1.409 -2.270 -0.09 0.02 -0.21 0.058
H 5.656 -0.826 -0.652 0.09 -0.02 0.06 0.066
H 5.516 0.955 -2.476 0.08 0.20 0.07 0.074
H 4.629 1.251 -1.011 -0.29 0.16 0.04 0.094
H 3.479 0.226 -3.530 -0.02 0.04 -0.06 0.069
H 2.064 -0.579 -1.517 -0.15 0.07 0.10 0.014
H 2.370 1.816 -1.002 0.13 -0.17 0.23 0.039
H 1.283 1.189 -3.061 -0.01 -0.20 0.01 0.021
H -0.010 1.775 -0.557 -0.27 0.12 -0.09 0.075
H 0.313 0.103 -0.105 -0.05 0.01 0.22 0.040
C -1.991 0.880 3.488 0.06 0.10 -0.03 -0.093
C -1.234 1.162 2.204 0.11 -0.14 0.21 -0.334
O 0.012 1.813 2.447 -0.05 0.00 -0.06 -0.086
H -2.173 1.800 4.041 -0.03 0.00 0.01 0.075
H -2.949 0.401 3.279 0.01 -0.02 0.00 0.076
H -1.413 0.221 4.141 -0.03 -0.05 -0.01 0.072
H -1.806 1.831 1.561 0.04 0.03 -0.04 0.113
H -1.058 0.234 1.650 -0.12 -0.01 -0.04 0.091
H 0.545 1.234 3.003 -0.02 0.06 -0.03 0.080
C 6.237 3.114 -6.576 0.01 0.06 0.03 -0.089
C 6.149 2.231 -5.345 -0.24 0.07 -0.01 -0.331
O 5.577 2.910 -4.235 0.19 0.11 -0.14 -0.090
H 6.823 4.008 -6.361 0.03 -0.02 0.00 0.074
H 6.700 2.583 -7.410 -0.01 -0.01 0.00 0.073
H 5.241 3.437 -6.887 -0.01 -0.05 -0.03 0.072
H 7.147 1.921 -5.034 0.02 0.00 0.02 0.099
H 5.570 1.327 -5.565 0.08 -0.05 -0.03 0.112
H 4.679 3.165 -4.477 -0.03 -0.16 0.16 0.080
C 9.199 -0.787 -1.713 -0.07 0.00 0.01 -0.089
C 8.903 -1.162 -3.153 -0.03 0.18 0.05 -0.316
O 7.626 -0.692 -3.573 0.06 0.00 -0.04 -0.094
H 8.429 -1.186 -1.053 0.01 -0.03 0.00 0.068
H 10.168 -1.175 -1.397 0.01 0.01 -0.01 0.072
H 9.208 0.299 -1.591 0.05 0.00 -0.01 0.074
H 8.879 -2.244 -3.268 -0.03 -0.02 -0.04 0.110
H 9.680 -0.770 -3.819 0.04 -0.06 0.01 0.108
H 7.621 0.269 -3.490 -0.06 -0.07 0.01 0.059
C 0.895 -3.081 2.258 -0.02 0.04 -0.01 -0.085
C 1.682 -2.731 1.009 0.17 -0.06 0.22 -0.319
O 2.894 -2.046 1.333 -0.15 -0.03 -0.07 -0.092
H 0.660 -2.178 2.823 -0.03 0.01 -0.03 0.067
H -0.038 -3.588 2.006 0.00 -0.01 0.00 0.076
H 1.477 -3.737 2.910 -0.02 -0.05 -0.02 0.073
H 1.107 -2.063 0.370 0.05 0.04 -0.04 0.078
H 1.913 -3.633 0.432 -0.08 0.00 -0.04 0.113
H 3.419 -2.638 1.882 0.02 0.09 -0.04 0.081
C -5.011 0.280 7.660 -0.01 0.14 0.13 -0.086
C -4.211 0.590 6.411 0.12 -0.18 0.17 -0.322
O -2.971 1.229 6.714 -0.05 0.03 -0.01 -0.089
H -5.212 1.195 8.223 -0.01 0.03 -0.06 0.080
H -5.958 -0.197 7.407 0.03 -0.06 -0.02 0.061
H -4.453 -0.393 8.312 -0.01 -0.09 -0.06 0.052
H -4.760 1.272 5.763 0.09 0.05 -0.05 0.102
H -4.019 -0.329 5.849 -0.11 0.01 -0.06 0.111
H -2.469 0.630 7.278 -0.03 0.06 -0.02 0.082
C 0.152 1.277 -7.507 0.15 0.10 -0.03 -0.093
C 0.754 0.916 -6.163 -0.14 0.14 0.04 -0.323
O 1.421 2.023 -5.553 0.03 0.00 -0.06 -0.111
H 0.925 1.648 -8.182 0.02 -0.03 0.02 0.076
H -0.335 0.416 -7.959 -0.07 -0.01 0.02 0.058
H -0.594 2.069 -7.393 -0.05 -0.05 0.01 0.073
H 1.506 0.137 -6.278 0.05 0.01 0.03 0.112
H -0.020 0.538 -5.487 0.01 -0.09 -0.02 0.101
H 0.772 2.724 -5.426 0.05 -0.04 0.00 0.079
C -3.721 1.038 -9.461 0.06 0.01 0.05 -0.092
C -3.358 -0.415 -9.214 -0.09 0.08 0.13 -0.320
O -2.692 -0.594 -7.967 -0.05 0.00 -0.04 -0.093
H -2.827 1.662 -9.436 0.01 -0.01 -0.03 0.069
H -4.207 1.162 -10.430 -0.02 -0.01 0.00 0.073
H -4.402 1.403 -8.688 -0.05 -0.01 -0.03 0.073
H -2.668 -0.769 -9.978 0.03 -0.04 0.02 0.111
H -4.253 -1.045 -9.251 0.00 -0.01 -0.07 0.107
H -3.288 -0.301 -7.268 0.07 -0.04 -0.02 0.084
C -4.226 -3.472 11.253 0.06 0.01 -0.06 -0.094
C -4.998 -2.773 10.150 0.03 -0.17 -0.04 -0.326
O -4.361 -2.907 8.882 0.02 -0.02 0.06 -0.093
H -3.212 -3.075 11.316 -0.01 0.03 0.02 0.075
H -4.714 -3.338 12.219 -0.01 -0.01 0.00 0.073
H -4.150 -4.543 11.054 -0.05 -0.01 0.03 0.071
H -5.059 -1.704 10.346 -0.01 0.03 -0.05 0.105
H -6.020 -3.162 10.092 -0.03 0.05 0.05 0.110
H -4.310 -3.846 8.674 0.01 0.08 -0.02 0.081
C -9.248 1.073 6.005 0.03 -0.02 0.04 -0.089
C -7.889 0.849 5.366 -0.22 -0.19 -0.07 -0.321
O -7.482 -0.516 5.468 0.00 0.12 -0.01 -0.092
H -9.224 0.782 7.055 0.02 0.03 0.01 0.076
H -9.546 2.120 5.939 -0.01 0.00 -0.01 0.074
H -10.011 0.468 5.511 -0.01 0.04 -0.04 0.072
H -7.129 1.440 5.873 0.07 -0.05 0.01 0.095
H -7.905 1.147 4.312 0.02 0.10 0.03 0.111
H -8.145 -1.049 5.015 0.08 -0.01 0.04 0.082
```
Positions in Å, forces in eV/Å.

Properties
- largest force on an atom (eV Å⁻¹) = 0.75
- HOMO-LUMO gap (eV) = 8.13
- SMILES string = CCN[PH3]CON=O.CCO.CCO.CCO.CCO.CCO.CCO.CCO.CCO.CCO
- charge = 0

# 3
Molecular formula: C10H7NO2S
Method: DFT, ωB97M-V with the def2-TZVPD basis set

The geometry in XYZ format:
```
21
Properties=species:S:1:pos:R:3:forces:R:3:lowdin_charge:R:1
O -3.837 -0.115 -0.093 0.08 0.10 -0.77 0.129
C -2.634 -0.079 -0.037 -1.07 0.44 0.65 -0.441
O -1.887 0.566 -0.979 0.49 -0.86 0.61 0.076
C -0.535 0.905 -0.579 0.11 1.74 0.26 -0.224
C 0.107 1.411 -1.802 0.00 -1.54 0.66 -0.017
C 1.308 1.007 -2.133 -0.46 -0.12 2.17 -0.075
C 2.135 0.251 -1.243 -0.16 -1.33 0.67 -0.061
C 1.619 -0.437 -0.207 -1.99 1.79 -0.60 -0.034
N 0.268 -0.188 0.060 -2.44 1.18 -0.38 -0.020
C -0.514 -0.730 1.057 -1.65 -0.12 -1.06 -0.514
S 0.052 -1.635 2.311 0.45 -1.26 2.10 1.091
C -1.543 -1.917 2.991 0.31 2.12 -3.25 -0.321
C -2.488 -1.313 2.199 3.45 -0.53 0.10 -0.090
C -1.930 -0.676 1.074 2.55 0.61 -0.38 -0.161
H -0.651 1.827 0.095 0.04 -1.54 0.04 0.189
H -0.392 2.018 -2.487 -1.27 0.92 -0.57 0.107
H 1.587 1.439 -3.002 1.93 0.76 -2.66 0.079
H 3.149 0.191 -1.436 1.85 -0.32 -0.40 0.079
H 2.002 -1.080 0.546 1.10 -0.43 0.04 0.093
H -1.669 -2.528 3.791 -0.23 -1.46 2.21 0.029
H -3.481 -1.329 2.375 -3.10 -0.15 0.55 0.087
```
Positions in Å, forces in eV/Å.

Properties
- largest force on an atom (eV Å⁻¹) = 3.89
- HOMO-LUMO gap (eV) = 8.15
- SMILES string = O=C1O[C@@H]2C=CC=CN2c2sccc21
- energy above the lowest of the compared OMol25 structures with the same formula, charge and spin (eV) = 1.405
- charge = 0

# 4
Molecular formula: C33H34FeN2O8P
Method: DFT, ωB97M-V with the def2-TZVPD basis set

The geometry in XYZ format:
```
79
Properties=species:S:1:pos:R:3:forces:R:3:lowdin_charge:R:1
Fe -0.202 -0.907 -1.461 1.42 1.39 -0.18 0.895
C 0.657 -3.566 0.673 0.40 -0.14 -0.20 -0.180
C 1.903 -2.884 0.080 -0.14 0.15 0.65 -0.181
O 1.788 -2.440 -1.248 -0.42 -0.09 0.00 -0.177
C 1.911 -3.350 -2.311 -0.20 -0.13 -0.44 -0.164
C 0.661 -4.215 -2.546 0.46 0.01 0.23 -0.171
O -0.450 -3.359 -2.468 -0.14 0.13 -0.08 -0.172
C -1.696 -3.992 -2.430 -0.38 0.12 0.23 -0.180
C -2.760 -2.904 -2.247 0.19 -0.34 -0.43 -0.157
O -2.546 -2.072 -1.128 0.26 0.08 0.03 -0.166
C -2.861 -2.623 0.133 0.10 0.02 0.54 -0.152
C -1.686 -3.359 0.817 -0.16 -0.19 -0.19 -0.181
O -0.483 -2.809 0.362 -0.17 0.14 -0.07 -0.190
H 0.788 -3.631 1.765 0.07 -0.01 -0.11 0.130
H 0.539 -4.592 0.283 -0.06 0.10 0.10 0.113
H 2.767 -3.555 0.212 -0.10 0.08 -0.08 0.132
H 2.048 -1.948 0.627 0.09 -0.21 0.05 0.096
H 2.795 -3.996 -2.182 -0.15 0.11 -0.06 0.133
H 2.020 -2.695 -3.181 0.12 -0.22 0.02 0.123
H 0.582 -5.021 -1.795 -0.07 0.15 -0.15 0.116
H 0.735 -4.683 -3.543 -0.03 0.09 0.17 0.137
H -1.737 -4.711 -1.593 0.03 0.03 -0.17 0.121
H -1.909 -4.537 -3.366 0.06 0.09 0.16 0.139
H -3.755 -3.378 -2.193 0.18 0.16 -0.04 0.132
H -2.711 -2.225 -3.101 -0.10 -0.13 -0.04 0.141
H -3.722 -3.307 0.054 0.16 0.17 -0.01 0.133
H -3.148 -1.774 0.756 0.00 -0.08 -0.07 0.100
H -1.721 -4.438 0.593 0.06 0.10 0.01 0.115
H -1.772 -3.247 1.911 -0.07 -0.03 -0.13 0.132
O 0.027 6.156 -3.250 -0.26 0.67 0.59 -0.054
C 0.374 5.217 -3.970 -0.31 -0.96 0.35 -0.721
O 1.019 5.200 -5.018 0.46 -0.09 -0.74 -0.040
C -0.077 3.796 -3.444 0.14 0.50 -0.10 -0.093
C -0.747 3.670 -2.234 -0.05 -0.21 0.05 -0.017
C -1.074 2.409 -1.768 -0.23 0.27 0.17 -0.146
N -0.772 1.287 -2.417 0.16 -0.73 0.14 0.061
C -0.154 1.407 -3.597 0.06 -0.18 -0.33 -0.185
C 0.197 2.632 -4.147 -0.11 -0.20 0.14 0.052
C 0.175 0.095 -4.312 -0.35 0.95 -0.37 -0.626
O 0.149 0.051 -5.536 0.13 0.04 0.05 0.031
O 0.451 -0.868 -3.532 -0.24 -1.19 1.67 -0.103
H -0.987 4.547 -1.651 0.03 0.11 -0.07 0.111
H -1.609 2.292 -0.832 0.08 0.02 0.03 0.088
H 0.695 2.664 -5.103 0.03 0.09 -0.07 0.122
N 0.705 -0.088 0.191 -0.84 -0.42 -0.98 -0.278
P 0.578 0.940 1.313 -0.15 0.34 0.19 0.715
C -1.116 1.209 2.006 0.35 -0.26 -0.31 -0.271
C -2.159 0.725 1.230 0.10 -0.02 -0.07 -0.114
C -3.462 0.794 1.689 -0.19 0.04 -0.03 -0.091
C -3.723 1.324 2.943 -0.12 -0.04 0.01 -0.095
C -2.680 1.781 3.735 -0.05 0.12 0.14 -0.088
C -1.379 1.728 3.268 0.03 0.05 -0.10 -0.094
C 1.423 0.414 2.851 0.14 -0.24 -0.39 -0.278
C 2.689 0.846 3.226 -0.36 0.18 -0.13 -0.071
C 3.347 0.223 4.271 0.20 -0.09 0.25 -0.093
C 2.760 -0.845 4.933 0.09 0.04 0.01 -0.101
C 1.502 -1.290 4.550 0.02 -0.15 0.17 -0.095
C 0.845 -0.670 3.509 -0.05 0.18 -0.06 -0.102
C 1.216 2.624 0.962 -0.09 -0.62 -0.18 -0.293
C 1.910 2.713 -0.239 0.07 -0.13 -0.02 -0.098
C 2.416 3.926 -0.668 0.08 0.15 0.00 -0.067
C 2.217 5.060 0.104 0.08 -0.01 -0.10 -0.073
C 1.518 4.975 1.298 -0.01 0.18 0.14 -0.090
C 1.017 3.761 1.734 0.01 -0.10 0.04 -0.088
H -1.908 0.274 0.269 -0.16 0.13 0.12 0.069
H -4.276 0.443 1.069 -0.06 -0.04 -0.03 0.103
H -4.740 1.372 3.309 -0.03 0.01 0.01 0.097
H -2.883 2.179 4.721 -0.02 0.01 0.02 0.099
H -0.562 2.071 3.890 -0.01 -0.02 0.06 0.103
H 3.140 1.679 2.703 0.06 0.02 -0.03 0.106
H 4.324 0.572 4.574 0.07 -0.01 0.01 0.098
H 3.283 -1.332 5.744 0.03 -0.01 0.06 0.094
H 1.037 -2.119 5.068 0.01 -0.06 0.03 0.097
H -0.133 -1.006 3.186 -0.03 -0.11 0.04 0.104
H 2.021 1.807 -0.825 0.00 0.07 -0.05 0.094
H 2.947 3.995 -1.607 -0.03 0.01 -0.07 0.113
H 2.598 6.013 -0.233 -0.04 0.06 -0.04 0.105
H 1.355 5.865 1.891 -0.01 0.04 0.02 0.097
H 0.474 3.703 2.668 -0.06 0.04 0.04 0.089
```
Positions in Å, forces in eV/Å.

Properties
- largest force on an atom (eV Å⁻¹) = 2.06
- multiplicity = 5
- HOMO-LUMO gap (alpha / beta) (eV) = 6.70 / 6.70
- energy above the lowest of the compared OMol25 structures with the same formula, charge and spin (eV) = 1.329
- charge = -1